Entry 1:
The following is a quantum chemistry calculation of 2 unconnected molecules or ions with the total composition CH5NO3, from OMol25.

For the HOMO energy, the calculation gives -10.169 eV. The SMILES is NC(=O)O.O. As for the molecular weight: 79.06 u. As for the electronic energy: -321.6085 Ha.

Geometry as ORCA input:
```
! wB97M-V def2-TZVPD RIJCOSX def2/J DEFGRID3
* xyz 0 1
N -0.408 -0.396 -0.800
C -0.945 -0.793 0.400
O -0.421 -1.444 1.258
O -2.253 -0.383 0.487
H -1.098 -0.190 -1.500
H 0.449 0.137 -0.861
H -2.548 -0.582 1.386
O 2.052 1.274 -0.233
H 2.330 0.719 0.501
H 2.842 1.658 -0.638
*
```

Entry 2:
The following is a quantum chemistry calculation of 5 unconnected molecules or ions with the total composition C47H64BBr4FN2O20Si at a distorted geometry, from OMol25.

For the HOMO energy, the calculation gives -8.792 eV. The SMILES is CC[C@@H](Br)[C@@](CCO[Si](C)(C)C)(CB(O)O)O[C@H](CCCN)[C@@](N[C@@H](Br)[C@@H](C)Br)([C@@H](C)F)[C@@H](Br)CC.O=C1C=C(O)C(=O)C=C1O.O=C1C=C(O)C(=O)C=C1O.O=C1C=C(O)C(=O)C=C1O.O=C1C=C(O)C(=O)C=C1O. As for the molecular weight: 1354.54 u. As for the electronic energy: -14154.0448 Ha.

Geometry as ORCA input:
```
! wB97M-V def2-TZVPD RIJCOSX def2/J DEFGRID3
* xyz 0 1
C 1.481 3.397 4.755
C 1.568 2.681 3.403
C 1.789 1.193 3.613
Br 0.097 0.391 4.235
C 2.457 0.457 2.438
C 3.933 0.954 2.440
C 4.839 0.216 1.471
O 5.643 1.161 0.758
Si 7.176 0.578 0.393
C 8.159 0.484 1.991
C 7.095 -1.056 -0.524
C 7.980 1.897 -0.688
C 2.519 -1.069 2.684
B 3.302 -1.505 3.991
O 4.538 -2.133 3.870
O 2.809 -1.284 5.263
O 2.004 0.711 1.118
C 0.654 1.016 0.838
C -0.084 -0.311 0.570
C 0.680 -1.304 -0.289
C 0.111 -2.713 -0.080
N 0.910 -3.704 -0.822
C 0.486 2.123 -0.288
N -0.510 3.089 0.175
C -1.779 3.298 -0.329
Br -3.148 2.016 0.478
C -2.315 4.680 0.103
C -2.537 4.854 1.605
Br -1.221 6.087 -0.675
C 1.853 2.960 -0.174
C 3.060 2.444 -0.936
F 1.624 4.284 -0.548
C 0.409 1.663 -1.734
Br -1.266 0.721 -2.287
C 0.541 2.763 -2.795
C 0.821 2.111 -4.182
H 1.020 4.364 4.566
H 0.828 2.885 5.450
H 2.462 3.617 5.162
H 0.634 2.886 2.898
H 2.397 3.138 2.881
H 2.427 1.126 4.475
H 4.327 1.035 3.452
H 3.891 1.970 2.061
H 5.459 -0.506 2.003
H 4.252 -0.342 0.746
H 9.219 0.416 1.777
H 7.869 -0.329 2.649
H 7.989 1.403 2.545
H 6.731 -1.846 0.124
H 6.428 -0.958 -1.376
H 8.076 -1.327 -0.897
H 8.627 2.496 -0.057
H 8.516 1.460 -1.520
H 7.203 2.539 -1.088
H 1.518 -1.489 2.765
H 2.991 -1.577 1.853
H 5.262 -1.618 4.260
H 3.418 -0.765 5.811
H 0.107 1.425 1.672
H -0.175 -0.770 1.551
H -1.106 -0.157 0.258
H 0.611 -1.133 -1.360
H 1.733 -1.375 -0.032
H 0.118 -2.951 0.971
H -0.906 -2.692 -0.465
H 0.434 -4.053 -1.643
H 1.775 -3.281 -1.135
H -0.351 3.425 1.109
H -1.885 3.256 -1.398
H -3.280 4.754 -0.374
H -1.989 4.138 2.202
H -2.152 5.828 1.887
H -3.583 4.858 1.867
H 2.122 3.034 0.865
H 3.951 2.637 -0.353
H 3.215 2.915 -1.899
H 3.042 1.372 -1.066
H 1.167 0.925 -1.916
H 1.375 3.417 -2.606
H -0.377 3.322 -2.907
H 1.693 2.593 -4.615
H 0.018 2.290 -4.880
H 1.062 1.059 -4.106
O 2.633 10.574 3.045
C 2.800 9.370 3.008
C 3.396 8.607 4.097
C 3.560 7.285 3.971
O 4.095 6.529 4.926
C 3.148 6.553 2.727
O 3.340 5.351 2.675
C 2.533 7.308 1.649
C 2.366 8.631 1.775
O 1.810 9.378 0.830
H 3.691 9.146 4.986
H 4.099 5.617 4.574
H 2.225 6.762 0.766
H 1.812 10.294 1.172
O -1.718 -3.353 2.213
C -2.869 -3.733 2.316
C -3.764 -3.326 3.390
C -5.013 -3.804 3.430
O -5.881 -3.472 4.381
C -5.532 -4.759 2.394
O -6.674 -5.163 2.507
C -4.643 -5.148 1.308
C -3.394 -4.669 1.266
O -2.534 -4.986 0.301
H -3.380 -2.639 4.130
H -6.705 -3.957 4.174
H -5.031 -5.824 0.559
H -1.701 -4.516 0.507
O -0.981 -4.246 -3.288
C -2.160 -3.993 -3.462
C -3.242 -4.820 -2.955
C -4.515 -4.483 -3.201
O -5.532 -5.212 -2.752
C -4.865 -3.254 -4.002
O -6.037 -3.000 -4.214
C -3.778 -2.417 -4.486
C -2.508 -2.757 -4.235
O -1.477 -2.027 -4.641
H -2.976 -5.697 -2.383
H -6.358 -4.785 -3.051
H -4.040 -1.529 -5.043
H -0.675 -2.489 -4.326
O -9.567 -9.249 -5.226
C -9.027 -8.197 -5.509
C -8.909 -7.077 -4.585
C -8.314 -5.945 -4.979
O -8.174 -4.890 -4.176
C -7.757 -5.785 -6.365
O -7.243 -4.723 -6.659
C -7.856 -6.913 -7.281
C -8.449 -8.045 -6.885
O -8.570 -9.109 -7.673
H -9.315 -7.203 -3.591
H -7.713 -4.201 -4.702
H -7.438 -6.792 -8.271
H -9.037 -9.785 -7.143
*
```

Entry 3:
The following is a quantum chemistry calculation of a molecular structure, C10H18F30N5O29S10 at a distorted geometry, from OMol25.

For the HOMO energy, the calculation gives -0.131 eV. As for the molecular weight: 1562.87 u. As for the electronic energy: -9825.1842 Ha.

Geometry as ORCA input:
```
! wB97M-V def2-TZVPD RIJCOSX def2/J DEFGRID3
* xyz -5 1
C 2.485 -4.739 -4.019
F 3.564 -5.202 -3.392
F 2.749 -3.582 -4.608
F 2.063 -5.594 -4.959
S 1.094 -4.467 -2.686
O 0.789 -5.782 -2.198
O 1.696 -3.505 -1.780
N -0.140 -4.015 -3.740
S -1.120 -2.977 -3.043
O -2.327 -2.895 -3.846
O -1.351 -3.015 -1.593
C -0.261 -1.270 -3.440
F 0.469 -1.430 -4.538
F -1.206 -0.334 -3.705
F 0.559 -0.872 -2.477
C -5.344 -4.789 -1.806
F -5.701 -3.861 -2.685
F -4.694 -4.188 -0.813
F -6.438 -5.297 -1.204
S -4.115 -6.154 -2.564
O -4.216 -6.020 -4.001
O -2.792 -5.866 -2.049
N -4.787 -7.572 -1.821
S -6.041 -7.882 -2.711
O -7.005 -8.716 -1.992
O -6.622 -6.838 -3.517
C -5.260 -9.130 -3.964
F -6.179 -9.372 -4.926
F -4.114 -8.694 -4.499
F -4.943 -10.283 -3.374
C -3.444 -0.484 -0.165
F -3.907 -1.718 0.033
F -2.579 -0.545 -1.162
F -4.400 0.382 -0.334
S -2.424 -0.085 1.372
O -3.305 0.677 2.266
O -2.089 -1.356 1.999
N -1.294 1.070 0.748
S 0.101 0.429 1.106
O 0.293 0.171 2.505
O 0.515 -0.627 0.165
C 1.350 1.935 0.972
F 0.868 3.067 1.442
F 2.340 1.605 1.823
F 1.704 2.049 -0.305
C 9.372 -1.809 1.490
F 10.251 -2.798 1.420
F 8.723 -1.778 2.664
F 9.989 -0.629 1.415
S 8.221 -1.950 -0.051
O 9.067 -1.561 -1.161
O 7.779 -3.322 0.099
N 7.051 -0.751 0.324
S 6.192 -0.913 -0.952
O 6.658 -0.371 -2.201
O 5.598 -2.229 -1.069
C 4.614 0.044 -0.437
F 3.643 0.057 -1.359
F 4.070 -0.468 0.657
F 5.001 1.303 -0.148
C 1.600 6.962 2.035
F 1.869 5.730 2.416
F 2.581 7.752 2.547
F 1.664 7.072 0.725
S -0.038 7.541 2.796
O -0.494 6.435 3.599
O 0.264 8.722 3.603
N -0.973 7.642 1.352
S -0.927 9.128 0.995
O -2.011 9.867 1.647
O 0.361 9.791 0.927
C -1.626 9.132 -0.815
F -2.936 9.035 -0.848
F -1.265 10.293 -1.408
F -1.073 8.128 -1.501
O -5.128 2.747 1.774
H -4.545 1.984 1.950
H -5.513 2.957 2.629
O -5.374 1.302 5.273
H -5.915 0.643 5.714
H -5.024 0.850 4.493
O -2.386 3.499 1.229
H -2.002 2.590 1.086
H -2.336 3.627 2.181
O -1.992 2.528 -1.555
H -1.698 1.882 -0.890
H -2.015 2.029 -2.378
O 0.597 0.848 5.284
H 1.511 0.528 5.353
H 0.245 0.356 4.531
O 2.946 -0.290 4.741
H 3.906 -0.240 4.744
H 2.725 -0.690 3.889
O -0.755 5.176 -0.259
H -0.650 6.087 0.082
H 0.097 4.760 -0.122
O -0.177 -3.713 0.926
H -0.377 -3.365 0.041
H -0.224 -2.942 1.497
O 5.800 2.706 2.857
H 5.079 2.433 2.276
H 5.433 3.428 3.374
*
```

Entry 4:
The following is a quantum chemistry calculation of C3H2N2S in the gas phase at a distorted geometry, from OMol25.

For the HOMO energy (spin up / spin down), the calculation gives -8.893 / -8.074 eV. As for the molecular weight: 98.13 u. As for the electronic energy: -622.9702 Ha.

Geometry as ORCA input:
```
! wB97M-V def2-TZVPD RIJCOSX def2/J DEFGRID3
* xyz 0 1
C -1.184 -0.611 0.277
C -1.597 0.520 -0.163
C 1.122 -0.004 -0.077
N 0.154 -0.729 -0.186
N 1.856 1.021 0.091
S 3.048 -0.155 -0.083
H -1.601 -1.582 0.577
H -1.798 1.539 -0.436
*
```

Entry 5:
The following is a quantum chemistry calculation of a molecular structure, C15H13BaNO7STe at a distorted geometry, from OMol25.

For the HOMO energy, the calculation gives -1.386 eV. As for the molecular weight: 616.26 u. As for the electronic energy: -1852.7844 Ha.

Geometry as ORCA input:
```
! wB97M-V def2-TZVPD RIJCOSX def2/J DEFGRID3
* xyz -2 1
Ba 0.796 0.115 -0.554
O -0.920 3.720 -2.842
C -0.644 2.765 -2.115
O 0.260 1.887 -2.242
C -1.544 2.553 -0.877
C -2.813 3.108 -0.793
C -3.590 2.812 0.317
C -3.090 1.984 1.311
C -1.813 1.469 1.153
N -1.072 1.752 0.080
C -1.198 0.479 2.163
O -1.779 0.330 3.237
O -0.153 -0.101 1.730
H -3.151 3.748 -1.595
H -4.593 3.218 0.402
H -3.652 1.711 2.192
C -2.862 -3.362 -1.423
C -1.993 -2.715 -0.358
C -2.363 -3.195 1.042
O -2.227 -1.309 -0.446
C -0.500 -3.059 -0.619
O -0.170 -4.240 -0.637
O 0.262 -2.037 -0.779
H -3.912 -3.135 -1.222
H -2.713 -4.442 -1.421
H -2.605 -2.969 -2.408
H -3.424 -3.003 1.224
H -1.785 -2.648 1.790
H -2.157 -4.261 1.144
H -1.440 -0.913 -0.048
Te 3.311 2.232 -0.730
C 5.219 1.626 -0.052
C 5.776 0.373 0.010
C 7.111 0.351 0.503
C 7.576 1.592 0.824
S 6.383 2.776 0.483
H 5.234 -0.514 -0.290
H 7.692 -0.555 0.622
H 8.543 1.856 1.223
*
```

Entry 6:
The following is a quantum chemistry calculation of a molecular structure, C12H21BClNO5Si2 at a distorted geometry, from OMol25.

For the HOMO energy, the calculation gives -9.413 eV. As for the molecular weight: 361.74 u. As for the electronic energy: -1965.0564 Ha.

Geometry as ORCA input:
```
! wB97M-V def2-TZVPD RIJCOSX def2/J DEFGRID3
* xyz 0 1
C 0.873 -2.970 1.172
C 0.397 -1.554 0.916
C 1.580 -0.574 1.089
Si 2.515 -0.018 -0.458
N 4.181 -0.544 -0.298
C 1.844 -0.814 -2.039
C 2.156 -0.167 -3.362
O 1.544 -0.396 -4.334
Cl 3.536 0.932 -3.468
O 2.598 1.643 -0.556
Si 1.178 2.516 -0.708
B 1.035 3.829 0.815
O 1.530 5.085 0.748
O 0.373 3.445 1.989
O -0.653 -1.344 1.852
C -1.452 -0.198 1.650
C -2.581 -0.408 0.667
C -3.866 -0.592 1.177
C -4.964 -0.770 0.343
C -4.804 -0.767 -1.036
C -3.523 -0.597 -1.555
C -2.430 -0.414 -0.718
H 1.409 -2.998 2.115
H 0.011 -3.616 1.291
H 1.513 -3.328 0.373
H -0.029 -1.524 -0.085
H 2.306 -1.083 1.716
H 1.289 0.310 1.651
H 4.799 0.260 -0.319
H 4.305 -0.952 0.622
H 2.312 -1.794 -2.102
H 0.771 -0.976 -2.047
H 0.065 1.550 -0.608
H 1.138 3.193 -2.022
H 1.518 5.486 1.627
H 0.808 2.702 2.417
H -0.872 0.685 1.377
H -1.907 0.020 2.609
H -4.044 -0.604 2.242
H -5.956 -0.896 0.746
H -5.647 -0.889 -1.694
H -3.394 -0.595 -2.626
H -1.461 -0.274 -1.168
*
```

Entry 7:
The following is a quantum chemistry calculation of C4H5Cl in the gas phase at a distorted geometry, from OMol25.

For the HOMO energy, the calculation gives -9.585 eV. The SMILES is C=CC(=C)Cl. As for the molecular weight: 88.54 u. As for the electronic energy: -615.5464 Ha.

Geometry as ORCA input:
```
! wB97M-V def2-TZVPD RIJCOSX def2/J DEFGRID3
* xyz 0 1
C -1.352 -0.860 -0.375
C -0.265 -0.737 0.403
C 0.869 0.077 0.019
C 0.801 1.435 0.001
Cl 2.448 -0.814 -0.118
H -1.461 -0.246 -1.233
H -2.209 -1.499 -0.041
H -0.235 -1.206 1.336
H 1.590 2.071 -0.327
H -0.187 1.779 0.336
*
```

Entry 8:
The following is a quantum chemistry calculation of 2 unconnected molecules or ions with the total composition C5H7N at a distorted geometry, from OMol25.

For the HOMO energy (spin up / spin down), the calculation gives -9.458 / -9.339 eV. As for the molecular weight: 81.12 u. As for the electronic energy: -249.2600 Ha.

Geometry as ORCA input:
```
! wB97M-V def2-TZVPD RIJCOSX def2/J DEFGRID3
* xyz 0 1
N -1.044 -2.508 1.086
C -0.453 -1.859 0.333
C 0.330 -1.132 -0.676
C 0.990 0.137 -0.192
C -1.552 0.808 1.330
C 1.095 1.229 -0.941
H -0.319 -0.918 -1.532
H 1.103 -1.828 -1.029
H 1.441 0.099 0.797
H -1.396 1.231 2.349
H -2.471 1.344 1.001
H 0.645 1.288 -1.931
H 1.632 2.107 -0.594
*
```